[1]
{"formula": "C47H50IrN6O3", "method": "ωB97M-V with the def2-TZVPD basis set", "charge": 1, "homo_energy_ev": -9.3, "orbital_gap_ev": 6.16, "elements": ["H", "C", "H", "H", "H", "C", "C", "H", "H", "H", "H", "C", "C", "C", "C", "C", "C", "C", "H", "H", "C", "C", "C", "H", "N", "H", "H", "C", "N", "C", "C", "C", "C", "H", "C", "C", "H", "H", "H", "H", "H", "H", "C", "H", "Ir", "C", "C", "H", "C", "H", "H", "H", "H", "N", "C", "H", "N", "H", "H", "H", "H", "C", "H", "C", "O", "C", "C", "H", "C", "C", "H", "H", "C", "C", "H", "C", "H", "C", "H", "N", "C", "H", "C", "C", "C", "C", "H", "C", "H", "C", "H", "O", "C", "H", "C", "H", "H", "H", "H", "O", "H", "H", "C", "C", "C", "H", "N"], "coordinates": [[6.443826, 2.864885, 1.287701], [1.457379, 1.949692, 1.564611], [2.244783, -5.540952, 0.522131], [5.977509, -2.353915, 0.181599], [-6.222084, 1.637688, 1.796333], [-0.813328, 2.592914, 1.335016], [4.754539, -0.076379, 1.471411], [-3.464734, -4.422886, 3.295489], [-2.740947, -4.525323, -2.807676], [2.811287, -1.092209, -0.849159], [1.910196, 0.053481, 0.631204], [-0.499739, -1.562644, -3.385767], [0.346466, 5.363317, 1.701362], [-3.512533, 1.849075, 0.216193], [1.160119, 0.802252, 0.848154], [-2.277096, -3.201089, 0.380616], [4.414197, -0.199307, 0.115720], [5.855776, 2.016150, 0.960387], [-7.121552, 3.107997, 1.416189], [-1.254651, 4.138282, 3.584145], [-2.201917, -2.701647, 3.082084], [0.462473, 2.880668, 1.829457], [3.862582, -2.619329, 0.002164], [-4.896704, 4.272928, -0.504038], [-0.061868, 0.546073, 0.389637], [5.135580, 1.304339, 3.991236], [6.648181, 2.004712, 3.421040], [-2.969158, -4.028855, 1.247113], [-1.257877, -2.595824, -3.042697], [2.159388, 4.304644, 3.042035], [5.407386, -4.366087, 0.649367], [-0.686998, -2.265435, -5.774457], [-1.538003, -1.901778, 2.169125], [4.100072, -0.592750, 3.450726], [-2.363454, 1.114754, 0.005077], [-4.629077, 0.511131, -1.390395], [1.170711, 0.230035, -4.435873], [-5.396080, 3.201295, 1.716769], [4.483277, 0.683244, -1.829155], [-1.617718, 3.296941, 1.488286], [5.719441, 2.695643, -1.071271], [-0.760538, -2.771779, -7.851997], [-2.933439, -3.777047, 2.609768], [2.479849, 2.093294, 1.884221], [-0.677767, -1.125881, -0.675578], [-4.691114, 1.550009, -0.468599], [-0.337399, -2.113393, -7.105151], [2.840062, 4.345025, 2.189728], [1.104110, -0.276214, -6.523581], [-1.376247, -3.039645, -5.469285], [-2.132719, -2.482205, 4.137351], [2.463002, 3.481471, 3.690830], [-2.514223, -5.515767, -1.359378], [-1.475182, -2.587194, -1.697572], [5.454287, 1.920601, -0.364018], [0.025604, 3.322693, 4.492367], [3.672211, -1.295077, -0.369988], [-5.483063, 0.238545, -1.991497], [2.279573, 5.229218, 3.606750], [-0.705696, 5.359292, 1.412923], [-7.147121, 1.653525, -1.921136], [5.520885, 1.026642, 1.877422], [-3.984513, -4.549890, -1.539209], [-2.910864, -4.570723, -1.736262], [1.134322, -1.929433, -0.392617], [5.975633, 1.156148, 3.307892], [-0.196048, 4.174015, 3.846249], [4.552834, -6.307681, 1.021725], [0.753803, -0.420782, -5.191532], [2.802274, -3.537083, 0.100708], [-3.390778, -1.032828, -2.243055], [-5.574737, 3.613109, -1.998102], [0.558072, -1.120344, -7.480548], [-5.949198, 2.375652, -0.240298], [6.500802, 0.260136, 3.642520], [-2.223108, -3.430158, -1.074685], [0.537858, 6.294246, 2.236355], [-6.175499, 2.588752, 1.262625], [3.355732, -1.558888, 2.173351], [-2.361311, 0.058074, -0.839460], [-3.461179, -0.212165, -1.540646], [-3.491442, 2.667206, 0.919953], [-0.142315, -1.417026, -4.812071], [-7.184330, 1.692925, -0.831535], [-5.747080, 3.735636, -0.927784], [4.755437, 0.806681, -0.788299], [5.008185, -1.876063, 2.660270], [5.162117, -3.060253, 0.276516], [-8.074275, 2.260157, -0.559973], [4.280873, -1.077532, 2.491669], [-3.513228, -4.875321, 0.854112], [-0.052634, -0.660129, -2.572032], [1.357755, -3.193358, -0.085191], [-0.026738, 5.086897, 4.418357], [3.080471, -4.857594, 0.460682], [6.423740, -4.678177, 0.853943], [-0.939378, -1.056120, 2.482032], [0.832666, -1.006361, -8.521047], [1.804846, 0.494112, -6.816693], [0.480381, -4.034782, 0.000954], [-6.636971, 4.352325, -0.794011], [-7.306345, 0.677483, -0.449582], [0.703032, 4.170505, 2.600705], [4.363372, -5.280988, 0.740699], [-1.052576, 1.435841, 0.624991], [0.950250, 5.363430, 0.792584], [-1.584637, -2.131497, 0.860269]], "atomic_forces_ev_per_a": [[0.0, 0.0, 0.0], [0.0, 0.0, 0.0], [0.0, 0.0, 0.0], [0.0, 0.0, 0.0], [0.0, 0.0, 0.0], [0.0, 0.0, 0.0], [0.0, 0.0, 0.0], [0.0, 0.0, 0.0], [0.0, 0.0, 0.0], [0.0, -0.1, 0.0], [0.0, 0.0, 0.1], [0.0, 0.0, 0.0], [0.0, 0.0, 0.0], [0.0, 0.0, 0.0], [0.1, 0.0, 0.0], [0.0, 0.0, 0.1], [0.1, 0.0, -0.1], [0.0, 0.0, 0.0], [0.0, 0.0, 0.0], [0.0, 0.0, 0.0], [0.0, 0.0, 0.0], [0.0, 0.0, 0.0], [0.0, 0.1, 0.0], [0.0, 0.0, 0.0], [-0.2, 0.1, 0.0], [0.0, 0.0, 0.0], [0.0, 0.0, 0.0], [0.0, 0.0, -0.1], [0.0, 0.0, -0.1], [0.0, 0.0, 0.0], [0.0, 0.0, 0.0], [0.0, 0.0, 0.0], [0.0, 0.0, 0.0], [0.0, 0.0, 0.0], [0.0, 0.0, -0.1], [0.0, 0.0, 0.0], [0.0, 0.0, 0.0], [0.0, 0.0, 0.0], [0.0, 0.0, 0.0], [0.0, 0.0, 0.0], [0.0, 0.0, 0.0], [0.0, 0.0, 0.0], [0.0, 0.0, 0.0], [0.0, 0.0, 0.0], [-0.6, 0.4, -0.1], [0.0, 0.0, 0.0], [0.0, 0.0, 0.0], [0.0, 0.0, 0.0], [0.0, 0.0, 0.0], [0.0, 0.0, 0.0], [0.0, 0.0, 0.0], [0.0, 0.0, 0.0], [0.0, 0.0, 0.0], [0.1, -0.1, 0.0], [0.0, 0.0, 0.0], [0.0, 0.0, 0.0], [0.1, 0.1, 0.1], [0.0, 0.0, 0.0], [0.0, 0.0, 0.0], [0.0, 0.0, 0.0], [0.0, 0.0, 0.0], [0.0, 0.0, 0.0], [0.0, 0.0, 0.0], [0.0, 0.0, 0.0], [0.0, -0.5, 0.1], [0.0, 0.0, 0.0], [0.0, 0.0, 0.0], [0.0, 0.0, 0.0], [0.0, 0.0, 0.0], [-0.1, 0.0, 0.1], [0.0, 0.0, 0.0], [0.0, 0.0, 0.0], [0.0, 0.0, 0.0], [0.0, 0.0, 0.0], [0.0, 0.0, 0.0], [0.1, 0.0, -0.1], [0.0, 0.0, 0.0], [0.0, 0.0, 0.0], [0.0, 0.0, 0.0], [0.1, -0.1, 0.3], [0.0, 0.0, 0.0], [0.0, 0.0, 0.0], [0.0, 0.0, 0.0], [0.0, 0.0, 0.0], [0.0, 0.0, 0.0], [0.0, 0.0, 0.0], [0.0, 0.0, 0.0], [0.0, -0.1, 0.0], [0.0, 0.0, 0.0], [0.0, 0.0, 0.1], [0.0, 0.0, 0.0], [0.0, 0.1, 0.1], [0.2, 0.0, -0.5], [0.0, 0.0, 0.0], [0.0, 0.0, 0.0], [0.0, 0.0, 0.0], [0.0, 0.0, 0.0], [0.0, 0.0, 0.0], [0.0, 0.0, 0.0], [-0.1, 0.1, 0.2], [0.0, 0.0, 0.0], [0.0, 0.0, 0.0], [0.0, 0.0, 0.0], [0.0, 0.0, 0.0], [0.0, 0.0, 0.0], [0.0, 0.0, 0.0], [0.1, -0.1, -0.1]], "mulliken_charge": [0.40, -0.46, 0.48, 0.51, 0.37, -0.63, 2.26, 0.45, 0.43, 0.19, -0.01, 0.43, -1.62, -0.65, -0.27, 0.87, -0.91, -0.93, 0.47, 0.32, -0.93, 0.17, -0.14, 0.36, 0.24, 0.35, 0.41, -0.87, -1.41, -2.21, -0.50, -0.16, -0.08, 0.60, -0.11, -0.94, 0.45, 0.37, 0.59, 0.49, 0.45, 0.40, -0.61, 0.75, 0.52, 0.66, -0.81, 0.43, -0.82, 0.45, 0.47, 0.44, 0.37, 1.05, -0.95, 0.36, 0.12, 0.42, 0.47, 0.33, 0.37, 1.27, 0.37, -2.08, -0.54, -1.77, -1.60, 0.40, -0.26, 0.91, 0.60, 0.36, -0.37, 1.86, 0.34, 1.12, 0.47, -1.66, 0.12, -0.01, -0.60, 0.46, 0.34, -2.01, -1.55, -1.12, 0.39, -0.88, 0.43, -1.77, 0.55, -0.65, 0.60, 0.47, -0.35, 0.43, 0.45, 0.40, 0.41, -0.70, 0.44, 0.45, 1.95, -0.77, 0.48, 0.37, 0.02]}

***

[2]
{"formula": "C31H24Cl2F5HgN4O4S", "method": "ωB97M-V with the def2-TZVPD basis set", "charge": -2, "homo_energy_ev": [0.5, -0.8], "spin_multiplicity": 2, "orbital_gap_ev": [2.81, 4.12], "elements": ["H", "C", "H", "H", "C", "O", "H", "C", "F", "H", "C", "H", "O", "H", "C", "N", "H", "C", "H", "C", "C", "H", "Cl", "N", "H", "C", "O", "C", "C", "N", "C", "F", "F", "C", "C", "H", "C", "H", "H", "H", "C", "C", "Hg", "F", "C", "C", "H", "C", "C", "H", "C", "C", "C", "C", "S", "O", "C", "C", "C", "Cl", "H", "H", "H", "H", "C", "N", "C", "H", "H", "H", "C", "F"], "coordinates": [[-5.179409, -2.451696, 2.064891], [1.300392, -0.695490, 2.302881], [5.517525, 6.561325, 2.707740], [6.233230, 0.741364, -2.721399], [-2.671928, -0.278006, 1.402051], [2.215471, -0.807230, -1.357497], [1.774856, 5.009560, -0.061422], [-4.252063, -2.051742, 1.678764], [1.525627, -2.234879, 4.164415], [4.121419, 5.452159, 5.903108], [1.265214, 2.920702, -0.174459], [-4.495135, -0.115620, 2.543115], [-1.689777, 2.221045, 0.488564], [-4.463726, 3.702651, 1.332028], [-1.103329, 3.945997, 2.506496], [-1.871658, -1.017978, 0.672267], [-2.028519, 2.824399, 4.090981], [5.869814, 5.424335, 0.934423], [-3.078997, -5.955855, -0.510933], [5.673980, 3.035189, 1.136661], [5.353081, 4.442112, 3.066989], [-1.716321, 4.508135, 4.516264], [-5.189943, -4.956817, 1.086255], [6.181980, 3.075913, -1.775317], [4.510677, -1.036244, -2.573277], [-3.415311, -2.872639, 0.894160], [-0.172260, -2.539863, -0.784286], [5.405142, 3.180115, 2.481286], [-3.629599, 3.375375, 1.951148], [6.398756, 4.090847, -0.971712], [-3.701772, -4.204792, 0.540910], [2.672789, -0.773859, 2.364833], [-0.472469, -1.741017, 3.490767], [5.278820, 0.943291, -2.248682], [-1.253487, -3.051824, -0.382914], [4.070494, 4.641232, -0.913749], [-2.840775, -4.936831, -0.240732], [0.259532, 3.055500, 0.201188], [-0.718912, 4.956676, 2.365559], [-3.724873, 2.309011, 2.157287], [-2.203702, -2.298697, 0.420325], [2.119951, 4.015176, -0.317424], [0.580732, -0.528154, 0.084173], [0.801310, -3.022526, 2.285131], [-2.034314, 3.847131, 3.708456], [-3.436213, 4.195838, 3.212052], [-3.500551, 5.261560, 2.972815], [3.401403, 3.801292, -0.784655], [-3.871289, -0.758931, 1.934565], [5.218148, 2.311639, 3.102296], [5.574651, 5.565335, 2.282159], [4.511287, 5.673424, 4.908748], [-1.652111, -4.369423, -0.687369], [2.841068, 1.467373, -1.020154], [-2.072194, 3.559724, 0.969295], [5.093139, 4.491563, 4.434761], [3.821351, 2.509907, -1.122600], [4.322741, -0.054526, -2.153083], [3.100908, 0.139070, -1.488431], [-0.594868, -5.335170, -1.672980], [3.689293, 6.002366, 4.262563], [-4.194268, 3.969139, 3.964482], [-2.349502, 0.742580, 1.562894], [-0.274012, 3.241655, 2.551565], [5.935447, 4.160390, 0.314024], [1.598345, 1.697312, -0.514544], [5.121413, 2.215233, -1.669732], [5.238357, 6.492412, 4.989337], [5.710022, 2.043678, 0.704802], [6.048285, 6.301157, 0.322869], [0.796199, -1.924303, 3.059287], [0.987075, 0.374363, 3.146112]], "atomic_forces_ev_per_a": [[0.0, 0.0, 0.0], [-0.2, 0.3, -0.2], [0.0, 0.0, 0.0], [0.0, 0.0, 0.0], [0.2, 0.1, 0.1], [0.2, -0.3, -0.4], [0.0, 0.0, 0.0], [0.1, 0.2, 0.0], [-0.1, 0.1, -0.2], [0.0, 0.0, 0.0], [0.0, 0.1, 0.0], [0.0, 0.0, 0.0], [0.0, -0.3, -0.4], [0.0, -0.1, 0.0], [-0.2, 0.0, -0.1], [-0.2, 0.0, 0.1], [0.0, 0.0, 0.0], [-0.1, -0.1, 0.0], [0.0, 0.0, 0.0], [0.0, 0.1, 0.2], [0.0, 0.0, 0.0], [0.0, 0.0, 0.0], [-0.1, 0.0, 0.0], [0.3, -0.5, -0.2], [0.0, 0.0, 0.0], [0.1, 0.1, 0.0], [-0.4, -0.4, -0.1], [0.0, 0.1, 0.1], [0.2, 0.2, -0.2], [-0.2, 0.9, -0.2], [0.0, -0.4, -0.1], [0.0, -0.1, -0.2], [0.1, 0.0, -0.2], [0.0, 0.2, 0.2], [0.4, 0.0, -0.3], [-0.1, -0.1, -0.1], [-0.1, 0.4, 0.2], [0.2, -0.1, -0.1], [0.1, 0.0, 0.0], [0.0, 0.0, 0.0], [-0.2, 0.0, 0.1], [0.2, 0.0, -0.1], [0.7, 0.2, 1.0], [0.0, 0.2, 0.1], [-0.1, 0.0, 0.0], [0.1, -0.1, 0.1], [0.0, 0.0, 0.1], [-0.4, 0.2, 0.0], [-0.3, -0.4, 0.0], [0.0, 0.0, 0.0], [0.0, 0.1, 0.1], [0.0, 0.0, 0.0], [0.0, -0.1, 0.0], [0.2, 0.0, -0.1], [-0.3, 0.6, 0.7], [0.0, 0.0, 0.0], [-0.2, -0.3, -0.2], [-0.2, 0.0, 0.1], [0.0, 0.0, -0.1], [0.0, 0.0, 0.0], [0.0, 0.0, 0.0], [-0.1, 0.0, -0.1], [0.0, -0.3, 0.0], [0.1, 0.0, -0.2], [0.6, -0.3, 0.3], [-0.1, 0.1, 0.1], [0.0, 0.0, -0.1], [0.0, 0.0, 0.0], [0.0, 0.0, 0.1], [0.1, 0.0, 0.0], [-0.1, -0.3, 0.3], [-0.1, 0.0, -0.1]], "mulliken_spin": [0.00, 0.00, 0.00, 0.03, 0.00, 0.08, 0.01, 0.00, 0.00, 0.00, -0.06, 0.00, 0.00, 0.00, 0.00, 0.00, 0.00, 0.07, 0.00, 0.09, 0.08, 0.00, 0.00, 0.32, -0.01, 0.00, 0.00, -0.04, 0.00, 0.23, 0.00, 0.00, 0.00, 0.18, 0.00, 0.00, 0.00, -0.03, 0.00, 0.00, 0.00, 0.11, 0.00, 0.00, 0.00, 0.00, 0.00, -0.05, 0.00, 0.00, -0.04, 0.01, 0.00, 0.07, 0.00, 0.00, 0.04, -0.14, 0.14, 0.00, 0.00, 0.00, 0.00, 0.00, -0.02, 0.05, -0.13, 0.00, 0.01, 0.01, 0.00, 0.00]}

***

Number 1: F_max 0.7 eV/A, molar mass 939.17 g/mol. Number 2: F_max 1.2 eV/A, molar mass 915.11 g/mol.